## P
Computed, not measured: C2H8N2 in the gas phase, with the ωB97M-V functional and the def2-TZVPD basis.

Computed properties:
gap between HOMO and LUMO = 10.4 eV

```
! RIJCOSX wB97M-V def2-TZVPD def2/J DEFGRID3
* xyz 0 1
N 1.91439 -0.05565 0.02229
C 0.58107 0.52559 -0.05919
C -0.56742 -0.49229 0.03320
N -1.85737 0.17052 -0.09466
H 1.98804 -0.59639 0.87103
H 2.06189 -0.69361 -0.75688
H 0.49573 1.07352 -1.00080
H 0.49076 1.27740 0.75160
H -0.43725 -1.06851 0.96693
H -0.45903 -1.19973 -0.79337
H -2.60053 -0.52497 -0.11327
H -2.02068 0.72844 0.73726
*
```

=====

## Q
Computed, not measured: a 2-piece molecular cluster, C2H8N2 overall, with the ωB97M-V functional and the def2-TZVPD basis.

Computed properties:
gap between HOMO and LUMO = 10.3 eV

```
! RIJCOSX wB97M-V def2-TZVPD def2/J DEFGRID3
* xyz 0 1
C 4.64936 -1.35134 -2.61743
N 5.14167 -0.66215 -1.70036
H 3.57512 -1.30080 -2.79079
H 5.22300 -2.02983 -3.24426
H 6.14720 -0.65330 -1.51555
C -4.09881 0.90835 1.87187
N -2.80707 0.92389 1.22101
H -4.42479 1.93392 2.03562
H -4.12397 0.40353 2.84478
H -4.76718 0.36676 1.21323
H -2.08815 1.43568 1.70577
H -2.42640 0.02531 0.97610
*
```

=====

## R
Computed, not measured: a 2-piece molecular cluster, C2H8N2 overall, with the ωB97M-V functional and the def2-TZVPD basis.

Computed properties:
gap between HOMO and LUMO = 10.0 eV

```
! RIJCOSX wB97M-V def2-TZVPD def2/J DEFGRID3
* xyz 0 1
H 0.15615 2.19605 0.79054
N 0.69381 2.74959 0.20116
C 1.67415 1.94413 -0.06809
N 2.46026 2.18145 -1.17688
H 1.77123 0.94773 0.38712
H 2.75055 1.40725 -1.74915
H 2.90412 3.12232 -1.25684
C -2.48571 -2.93061 0.59598
H -3.51811 -3.27620 0.49224
H -2.26772 -2.29168 1.44161
H -1.69119 -3.72802 0.57818
H -2.44754 -2.32201 -0.23588
*
```

=====

The structure with the greatest stability is P.

=====

## P
Computed, not measured: a 2-piece molecular cluster, C3H10N2O2 overall, with the ωB97M-V functional and the def2-TZVPD basis.

Computed properties:
gap between HOMO and LUMO = 10.5 eV

```
! RIJCOSX wB97M-V def2-TZVPD def2/J DEFGRID3
* xyz 0 1
C -0.12372 1.51169 -1.95414
C -0.32355 0.32137 -1.01833
O -0.81183 -0.79023 -1.32515
N 0.21870 0.53761 0.25987
C 0.02858 -0.18736 1.45419
N 0.25704 0.66961 2.66659
H -0.82576 2.30236 -1.55749
H -0.34848 1.06390 -2.94159
H 0.89860 1.80607 -1.71060
H 0.75971 1.35549 0.30788
H 0.86772 -1.00797 1.50316
H -0.98089 -0.65934 1.56501
H 1.02982 1.40358 2.59565
H -0.63644 1.15009 2.74971
O 0.24695 -3.21184 -0.55251
H -0.11206 -3.89010 -1.14478
H -0.14439 -2.37493 -0.89747
*
```

=====

## Q
Computed, not measured: a 2-piece molecular cluster, C3H10N2O2 overall, with the ωB97M-V functional and the def2-TZVPD basis.

Computed properties:
gap between HOMO and LUMO = 9.8 eV

```
! RIJCOSX wB97M-V def2-TZVPD def2/J DEFGRID3
* xyz 0 1
N -1.63445 2.34189 -0.80782
C -0.85471 1.11177 -0.66694
C -1.74509 -0.08724 -0.92834
C -1.17036 -1.46081 -0.71860
N -0.02925 -1.55752 0.04184
O -1.65940 -2.46172 -1.19749
H -1.47498 3.05749 -0.11668
H -1.49026 2.76618 -1.71325
H 0.01228 1.13001 -1.33062
H -0.46726 1.05703 0.34405
H -2.22157 -0.05116 -1.91054
H -2.59119 0.01068 -0.24513
H 0.31175 -2.50198 0.11761
H 0.32370 -0.80585 0.59880
O 5.18565 -0.70944 2.60796
H 4.31556 -1.04232 2.35765
H 5.18958 -0.79702 3.56751
*
```

=====

The structure with the greatest stability is Q.